Density functional theory data (ωB97M-V/def2-TZVPD) for 10 unconnected molecules or ions with the total composition C37H103N9O10 at a distorted geometry.

## Properties
Net charge ... 0
HOMO level ... -8.58 eV
SMILES ... COC[C@H](C)N.COC[C@H](C)N.COC[C@H](C)N.COC[C@H](C)N.COC[C@H](C)N.COC[C@H](C)N.COC[C@H](C)N.COC[C@H](C)N.COC[C@H](C)N.CO

Positions of all 159 atoms, in Å:
C: -6.8135 -3.0869 -0.4321
O: -5.5878 -2.7833 0.1870
C: -5.2982 -3.7151 1.2311
C: -4.0165 -3.1800 1.9379
C: -3.2803 -4.2228 2.6907
N: -4.5226 -2.2333 2.9426
H: -7.6156 -2.5140 0.0350
H: -7.0123 -4.1559 -0.5235
H: -6.7582 -2.7816 -1.4786
H: -6.1304 -3.9181 1.9080
H: -5.1247 -4.7063 0.8033
H: -3.4266 -2.5411 1.2789
H: -2.5674 -4.7751 2.0756
H: -4.0145 -4.9321 3.0749
H: -2.6806 -3.8445 3.5180
H: -3.9922 -1.3712 2.8354
H: -5.2921 -1.7088 2.5367
C: 1.6654 1.9397 4.6512
O: 1.0047 2.6045 3.5621
C: 0.2108 3.6896 4.0533
C: -0.2332 4.6726 2.9649
C: 0.8638 5.0347 1.8833
N: -0.7901 5.8368 3.5511
H: 2.0079 0.9506 4.3508
H: 0.9739 1.7685 5.4779
H: 2.4500 2.5624 5.0842
H: -0.6445 3.4092 4.6721
H: 0.8762 4.2251 4.7359
H: -1.0192 4.1959 2.3716
H: 1.6920 5.6295 2.2699
H: 0.4014 5.6096 1.0800
H: 1.2812 4.1392 1.4225
H: -1.5132 5.5246 4.1873
H: -1.2634 6.4670 2.9189
C: -4.3369 0.6650 0.8228
O: -4.0834 0.4055 2.1791
C: -5.0120 0.9521 3.0697
C: -4.4063 0.9530 4.4869
C: -5.3356 1.3327 5.6592
N: -3.2892 1.8525 4.6018
H: -3.7780 -0.1614 0.3827
H: -3.9616 1.6302 0.4806
H: -5.4037 0.5471 0.6262
H: -5.2941 1.9773 2.8201
H: -5.9147 0.3366 3.0863
H: -3.9970 -0.0533 4.6069
H: -6.0837 2.1005 5.4588
H: -4.7958 1.7375 6.5142
H: -5.8211 0.3875 5.9073
H: -2.6957 1.6254 5.3903
H: -2.6321 1.8922 3.8337
C: 1.4002 -4.6486 0.9387
O: 2.0737 -5.0719 2.1648
C: 2.2004 -6.4904 2.3751
C: 3.6500 -6.7080 2.8061
C: 4.0791 -8.1455 2.4696
N: 3.8931 -6.4481 4.2496
H: 0.3461 -4.9289 0.9538
H: 1.9475 -5.0704 0.0941
H: 1.3727 -3.5865 0.6942
H: 1.5905 -6.8363 3.2113
H: 2.0218 -7.0536 1.4588
H: 4.3446 -6.0239 2.3183
H: 5.1275 -8.3134 2.7201
H: 4.0708 -8.1972 1.3792
H: 3.5058 -8.9377 2.9508
H: 4.8788 -6.5914 4.4167
H: 3.3205 -7.0892 4.7820
C: 0.7269 -1.1926 -9.1678
O: 0.6638 0.1053 -8.5480
C: -0.6636 0.7012 -8.3493
C: -0.3490 1.8569 -7.4522
C: -0.0727 1.4102 -6.0151
N: -1.5363 2.6759 -7.2631
H: 1.7383 -1.5869 -9.0782
H: 0.4206 -1.0133 -10.1990
H: 0.1044 -1.8745 -8.5861
H: -0.9506 1.0442 -9.3450
H: -1.3517 -0.0556 -7.9703
H: 0.3965 2.4900 -7.9320
H: -0.8290 0.7033 -5.6761
H: 0.0832 2.3047 -5.4117
H: 0.8856 0.8896 -5.9531
H: -1.3709 3.1671 -6.3959
H: -2.3772 2.1446 -7.0799
C: -0.7573 0.1871 2.0612
O: -0.3994 -0.0921 0.7727
C: 0.7844 0.5082 0.2342
C: 0.9086 0.5405 -1.3173
C: -0.2451 1.2069 -1.9897
N: 1.1742 -0.8062 -1.8129
H: -1.6132 -0.4607 2.2507
H: -1.1143 1.2125 2.1866
H: 0.0854 0.0362 2.7396
H: 0.8263 1.5418 0.5871
H: 1.6021 -0.0323 0.7171
H: 1.7710 1.1992 -1.4453
H: 0.0083 1.2916 -3.0475
H: -0.5419 2.1399 -1.5135
H: -1.0300 0.4481 -1.9845
H: 0.3282 -1.3251 -2.0168
H: 1.4698 -1.2884 -0.9734
C: 6.7224 3.6382 5.0547
O: 6.1368 3.1458 3.8388
C: 5.1716 4.0799 3.3269
C: 4.7508 3.7010 1.8734
C: 4.2581 2.2364 1.7243
N: 5.9510 3.8065 1.0221
H: 6.1010 3.4886 5.9393
H: 7.0375 4.6696 4.8956
H: 7.5964 3.0209 5.2641
H: 4.3665 4.0298 4.0617
H: 5.6050 5.0773 3.2338
H: 4.0251 4.4064 1.4687
H: 3.4528 1.9270 2.3952
H: 5.0629 1.5353 1.9418
H: 3.7258 2.0756 0.7855
H: 6.7528 3.3626 1.4489
H: 5.7162 3.2867 0.1872
C: 2.8940 4.9976 -2.0202
O: 3.7164 4.0923 -2.7417
C: 3.0977 3.1361 -3.5132
C: 3.9458 1.8936 -3.8290
C: 4.8762 2.0624 -5.0637
N: 3.1302 0.6446 -4.1658
H: 2.1230 5.3111 -2.7274
H: 3.3817 5.9149 -1.6915
H: 2.4364 4.5957 -1.1142
H: 2.1304 2.7756 -3.1517
H: 2.7866 3.5926 -4.4576
H: 4.6109 1.5452 -3.0373
H: 5.8049 2.5514 -4.7660
H: 4.4198 2.6425 -5.8662
H: 5.1860 1.1295 -5.5352
H: 3.8675 -0.0417 -4.0802
H: 2.4267 0.4136 -3.4766
C: -3.2593 -2.0130 -2.2031
O: -1.9407 -1.9573 -2.7654
C: -1.8589 -1.5955 -4.1209
C: -2.5614 -2.5391 -5.1084
C: -2.3235 -4.0430 -4.9570
N: -2.2321 -2.2492 -6.5008
H: -3.7304 -1.0276 -2.1879
H: -3.1329 -2.3098 -1.1634
H: -3.9023 -2.6663 -2.7930
H: -2.2365 -0.5820 -4.2751
H: -0.7745 -1.6443 -4.2293
H: -3.6373 -2.4856 -4.9220
H: -2.3270 -4.3225 -3.9021
H: -1.3114 -4.3878 -5.1778
H: -3.0390 -4.5787 -5.5796
H: -2.5075 -3.0658 -7.0278
H: -2.7198 -1.4329 -6.8437
C: -0.9622 -0.6310 6.2064
O: -1.1982 0.7726 6.1210
H: -1.7910 -1.2850 5.9363
H: -0.1327 -0.7768 5.5128
H: -0.7058 -0.9649 7.2126
H: -0.5697 1.1350 6.7506



Density functional theory data (ωB97M-V/def2-TZVPD) for a molecular structure, C37H112N2O21Pd at a distorted geometry.

## Properties
<S²> ... 2.01
Net charge ... 0
Spin multiplicity ... 3
HOMO level (alpha / beta) ... -6.62 / -6.62 eV

Positions of all 173 atoms, in Å:
Pd: -9.0090 -1.1559 1.9096
C: 13.6054 1.7378 0.9176
C: 12.8754 2.0389 2.2918
C: 12.9608 3.6088 2.4396
C: 12.0414 4.2078 3.5057
C: 10.6307 3.6939 3.2144
C: 10.5050 2.1207 3.1973
N: 11.4644 1.5360 2.2320
O: 11.2762 0.1126 1.9316
C: 9.0465 1.8625 2.6262
C: 10.6106 1.5748 4.6392
C: 13.6754 1.4418 3.4215
H: 14.6713 1.9643 0.9425
H: 13.1340 2.2492 0.0783
H: 13.6042 0.6589 0.7622
H: 12.7526 4.0678 1.4732
H: 14.0155 3.8628 2.5454
H: 12.1386 5.2922 3.4543
H: 12.4275 3.9930 4.5021
H: 10.2290 4.0050 2.2501
H: 9.9731 4.1718 3.9406
H: 8.7461 0.8919 3.0209
H: 9.0075 1.8361 1.5372
H: 8.3433 2.5903 3.0311
H: 9.6554 1.7787 5.1231
H: 11.3189 2.1521 5.2334
H: 10.8803 0.5199 4.6894
H: 14.6996 1.8147 3.4160
H: 13.8057 0.3596 3.4161
H: 13.2686 1.6905 4.4017
C: -1.6087 0.1802 1.8837
C: -1.5255 0.1878 0.3960
C: -0.0217 0.2163 0.0373
C: 0.3606 -0.0426 -1.4096
C: -0.2101 -1.3740 -1.8534
C: -1.7875 -1.3473 -1.7040
N: -2.1689 -0.9630 -0.2761
O: -3.5545 -1.1655 0.1087
C: -2.0888 -2.8346 -2.0175
C: -2.5053 -0.5229 -2.8088
C: -2.1321 1.5444 -0.0770
H: -0.9740 0.9431 2.3347
H: -1.3320 -0.7714 2.3376
H: -2.5764 0.2930 2.3725
H: 0.5198 -0.5078 0.6462
H: 0.4883 1.1471 0.2855
H: 1.4473 -0.0650 -1.4903
H: -0.0527 0.6959 -2.0966
H: 0.2165 -2.1220 -1.1851
H: 0.1286 -1.5165 -2.8796
H: -3.1603 -3.0349 -2.0180
H: -1.6901 -3.6082 -1.3612
H: -1.6745 -3.0881 -2.9933
H: -3.5853 -0.4451 -2.6833
H: -2.3102 -0.8404 -3.8331
H: -2.1634 0.5121 -2.8050
H: -3.2170 1.4475 -0.0348
H: -1.8787 1.8453 -1.0935
H: -1.7685 2.3270 0.5888
C: -7.3721 -4.3317 6.2399
O: -8.3858 -4.1712 5.3063
H: -7.8347 -4.2089 7.2192
H: -7.0227 -5.3642 6.2423
H: -6.4563 -3.7698 6.0566
H: -8.9937 -4.8958 5.4707
C: -4.2246 7.2090 7.3033
O: -4.3072 8.6106 7.3587
H: -3.4050 6.8914 7.9479
H: -5.1866 6.8132 7.6289
H: -3.9202 7.0337 6.2714
H: -4.8715 8.9356 6.6533
C: -5.8660 7.3459 -2.1299
O: -6.5409 6.1273 -2.3581
H: -5.8836 7.5452 -1.0584
H: -4.8631 7.2150 -2.5364
H: -6.4527 8.1508 -2.5727
H: -6.9360 6.1490 -3.2327
C: 6.3159 -5.1116 -1.1665
O: 7.4804 -5.8464 -1.1740
H: 6.3386 -4.2681 -1.8564
H: 5.4495 -5.7450 -1.3568
H: 6.0612 -4.7065 -0.1871
H: 7.4810 -6.4148 -1.9477
C: -9.9008 -2.5190 -7.1465
O: -10.8430 -2.7326 -6.1346
H: -9.5761 -1.4785 -7.1478
H: -9.0872 -3.2066 -6.9154
H: -10.2903 -2.7239 -8.1437
H: -11.6933 -2.4184 -6.4506
C: 2.8094 7.2233 -1.8214
O: 3.7275 8.2368 -1.5140
H: 2.0389 7.5964 -2.4961
H: 3.2101 6.3124 -2.2661
H: 2.2981 6.9658 -0.8938
H: 4.2461 8.3362 -2.3157
C: 0.7090 9.9402 3.2350
O: 2.0925 9.9466 3.1200
H: 0.2768 10.5633 2.4520
H: 0.3808 8.9047 3.1447
H: 0.4514 10.2567 4.2457
H: 2.2939 9.6102 2.2437
C: -8.8924 4.0674 4.1340
O: -8.5589 2.6969 4.2390
H: -9.5893 4.2586 3.3179
H: -9.4198 4.4595 5.0035
H: -7.9679 4.6145 3.9497
H: -8.4416 2.5735 5.1837
C: -9.5239 -6.1333 -0.5584
O: -9.8860 -4.7776 -0.8210
H: -10.4610 -6.6871 -0.5017
H: -8.8912 -6.5259 -1.3544
H: -9.0029 -6.2094 0.3961
H: -10.2056 -4.7088 -1.7237
C: -0.1716 4.6222 -7.6058
O: -0.5989 5.7538 -8.3634
H: 0.8570 4.4142 -7.9007
H: -0.3216 4.6971 -6.5288
H: -0.8358 3.8683 -8.0282
H: -0.7814 6.4912 -7.7765
C: -7.2449 4.9495 -8.0813
O: -8.4260 5.2584 -7.3677
H: -6.3995 4.8396 -7.4021
H: -7.3653 3.9639 -8.5310
H: -7.0226 5.7269 -8.8122
H: -9.0947 5.4116 -8.0392
C: 2.9586 -6.3262 -6.9883
O: 2.6022 -5.7252 -8.2062
H: 2.0854 -6.4994 -6.3593
H: 3.4084 -7.3084 -7.1337
H: 3.6772 -5.7404 -6.4151
H: 2.0544 -6.3493 -8.6878
C: -4.6879 -12.3627 2.2344
O: -4.0739 -11.5565 1.2851
H: -5.7734 -12.2645 2.2484
H: -4.5053 -13.4076 1.9835
H: -4.2250 -12.2257 3.2117
H: -4.2586 -10.6516 1.5468
C: -1.6404 -11.1959 -5.0140
O: -0.9894 -11.1837 -3.7654
H: -2.3531 -12.0204 -4.9931
H: -2.2364 -10.2857 -5.0812
H: -1.0611 -11.1608 -5.9366
H: -1.6910 -11.2470 -3.1132
C: -11.0587 2.0662 -2.3087
O: -9.8527 1.7790 -1.5842
H: -11.9311 1.4491 -2.0935
H: -11.3171 3.1016 -2.0865
H: -10.9242 2.0365 -3.3899
H: -9.2290 2.4824 -1.7786
C: 4.5375 -0.2609 -7.9779
O: 3.4855 -0.5864 -8.8598
H: 5.0333 -1.1035 -7.4958
H: 5.3145 0.2258 -8.5674
H: 4.1682 0.4299 -7.2199
H: 3.4231 -1.5430 -8.8081
C: -1.7238 -6.5844 3.5602
O: -2.8938 -6.5007 2.8380
H: -0.9201 -6.2420 2.9083
H: -1.7246 -5.9715 4.4615
H: -1.3881 -7.5690 3.8857
H: -3.0116 -5.5855 2.5729
C: 3.3960 -4.1780 6.7201
O: 4.6694 -3.6868 7.0351
H: 3.3845 -4.8289 5.8459
H: 2.9163 -4.6875 7.5558
H: 2.6792 -3.3822 6.5176
H: 5.2362 -4.2054 6.4594
C: 3.4280 2.1840 7.9332
O: 3.8129 1.2185 8.9147
H: 3.9238 3.1463 8.0610
H: 3.5710 1.8523 6.9048
H: 2.4100 2.5546 8.0541
H: 4.2644 0.5006 8.4649